1.
21
Properties=species:S:1:pos:R:3 method="wB97M-V/def2-TZVPD" multiplicity=3 homo_ev="-7.8 / -9.6" e_above_lowest_kj_mol=163.69 homo_lumo_gap_ha="0.2744 / 0.2365" largest_force_ev_per_a=4.59
Cl 1.874 -2.231 -0.470
Cl 2.285 -0.464 1.883
Cl 3.821 -0.102 -0.576
O 2.051 2.478 -1.232
O 1.442 2.275 0.834
O 1.189 0.109 -2.412
N 1.584 1.854 -0.297
C -2.813 -0.794 0.873
C 1.140 0.395 -0.432
C 2.228 -0.526 0.053
C -2.111 -1.565 -0.070
C -0.895 -1.071 -0.545
C -0.945 0.879 0.900
C -2.193 0.391 1.305
C -0.273 0.077 -0.156
H -2.505 -2.502 -0.422
H 1.616 0.977 -2.656
H -3.853 -1.115 1.252
H -0.236 -1.828 -1.199
H -2.763 0.928 2.053
H -0.641 1.832 1.314



2.
14
Properties=species:S:1:pos:R:3 method="wB97M-V/def2-TZVPD" homo_ev=-8.9 e_above_lowest_kj_mol=474.39 homo_lumo_gap_ha=0.3246 largest_force_ev_per_a=6.36
S 2.102 -1.301 0.144
O -2.765 -0.427 0.033
O 0.958 2.300 0.330
N -1.620 -0.152 -0.841
N -0.593 -0.244 1.393
C 0.937 -0.068 -0.596
C -0.482 -0.151 -0.019
C 1.443 1.396 -0.351
H -1.701 0.031 1.444
H -3.291 -0.489 -0.703
H 2.556 1.394 -0.695
H 1.557 -2.518 -0.378
H 0.175 0.307 1.875
H 0.725 -0.076 -1.637



3.
15
Properties=species:S:1:pos:R:3 method="wB97M-V/def2-TZVPD" homo_ev=-10.2 e_above_lowest_kj_mol=328.78 homo_lumo_gap_ha=0.3894 largest_force_ev_per_a=4.31
O -1.073 0.827 -2.209
O -2.172 2.060 -0.548
O -0.742 0.328 0.623
O 1.027 0.285 -1.050
O 2.500 -4.076 3.710
H -1.714 1.267 -1.526
H -0.182 0.581 -1.667
H -1.225 -0.276 -0.045
H 2.587 -3.136 3.424
H 3.394 -4.325 3.313
H -2.284 2.963 -0.558
H 0.143 0.373 0.116
H -1.169 1.206 0.251
H 1.801 0.713 -0.727
H -0.892 1.210 -3.107



4.
18
Properties=species:S:1:pos:R:3 method="wB97M-V/def2-TZVPD" smiles="C=CCNP(N)(N)=S" homo_ev=-8.5 e_above_lowest_kj_mol=8.05 homo_lumo_gap_ha=0.3466 largest_force_ev_per_a=4.90
S -2.452 0.179 0.945
P -0.582 0.076 1.398
N 0.349 0.983 0.313
N -0.326 0.556 2.979
N 0.245 -1.455 1.408
C 0.818 -0.475 -3.079
C 0.347 -0.279 -1.885
C -0.120 0.929 -1.163
H 1.248 1.343 0.456
H -0.976 1.136 3.463
H 0.850 0.510 -3.641
H 0.117 -1.807 0.450
H 0.140 -0.032 3.626
H -1.166 1.248 -1.193
H 1.060 -1.462 -3.441
H 0.391 1.769 -1.656
H -0.050 -2.110 2.163
H 0.105 -1.108 -1.144



5.
57
Properties=species:S:1:pos:R:3 method="wB97M-V/def2-TZVPD" smiles="COB(O)[C@H](C#N)CC#N.CC(C)=O.CC(C)=O.CC(C)=O.CC(C)=O" homo_ev=-9.6 homo_lumo_gap_ha=0.3604 largest_force_ev_per_a=1.54
O -2.222 2.630 3.032
O 3.545 0.570 -1.805
O -0.724 -2.067 -0.609
O 2.193 4.621 0.609
O 0.237 -0.407 1.475
O 0.321 -4.145 0.033
N -2.024 -6.655 -0.315
N -4.433 -5.018 -2.788
C -3.270 -3.393 -1.104
C 3.294 -0.613 -1.881
C -2.250 -4.067 -0.121
C 1.364 5.042 -1.581
C 3.716 -1.436 -3.075
C 0.836 1.894 1.621
C -3.918 -4.307 -2.063
C 1.171 -4.559 -1.043
C 0.095 0.529 3.651
C -3.199 2.530 2.323
C 2.377 4.530 -0.584
C 2.545 -1.334 -0.791
C 3.610 3.875 -1.150
C -3.974 3.739 1.867
C 0.380 0.577 2.179
C -2.140 -5.522 -0.252
C -3.693 1.184 1.849
B -0.787 -3.392 -0.244
H 0.078 2.654 1.814
H -4.718 1.022 2.188
H 1.103 -3.873 -1.898
H -4.076 -2.902 -0.537
H 4.252 3.544 -0.337
H -3.519 4.640 2.271
H -0.704 1.242 3.859
H 3.154 -2.146 -0.391
H -3.052 0.396 2.240
H 2.292 -0.643 0.009
H 2.839 -1.873 -3.555
H 3.325 3.009 -1.748
H -2.594 -3.855 0.905
H -0.216 -0.474 3.936
H 0.894 -5.574 -1.355
H 1.011 1.811 0.550
H 1.758 2.213 2.108
H 2.210 -4.566 -0.689
H 4.157 4.576 -1.784
H -3.979 3.790 0.777
H 4.368 -2.251 -2.755
H 0.520 5.481 -1.053
H -0.383 -1.499 0.113
H 1.625 -1.765 -1.190
H 4.245 -0.807 -3.787
H 1.820 5.795 -2.226
H -2.766 -2.601 -1.671
H -3.687 1.148 0.758
H 1.015 4.223 -2.213
H -5.009 3.670 2.207
H 0.986 0.806 4.218



6.
110
Properties=species:S:1:pos:R:3 method="wB97M-V/def2-TZVPD" homo_ev="-12.5 / -12.4" homo_lumo_gap_ha="0.2393 / 0.2443" largest_force_ev_per_a=2.04 charge=+2
Pd 0.086 0.336 -0.204
As 0.477 1.617 -2.215
S 3.163 -1.021 0.409
S -0.110 -2.959 0.126
S 2.627 -3.780 0.675
O 1.235 1.872 1.666
O 0.058 2.643 3.303
N -2.615 0.820 -0.202
N 3.487 -2.634 0.087
N -0.606 -1.588 0.367
N 0.169 2.161 2.195
N -2.571 2.651 2.896
N -3.047 1.579 0.893
N -0.888 1.881 1.440
N 1.136 -3.521 1.040
N 2.150 -0.449 -0.487
C 6.626 1.615 -0.820
C 4.213 -1.556 2.828
C -2.236 -6.117 1.586
C 5.182 -0.250 -1.260
C -2.155 2.054 1.786
C 1.872 -1.203 4.267
C 3.574 3.763 -5.313
C 1.871 -0.967 2.899
C 3.689 -5.876 -2.600
C 2.827 -5.115 -0.511
C 0.327 -3.465 -1.564
C 0.992 -2.573 -2.384
C -3.749 -4.639 0.441
C 3.051 -1.138 2.206
C 4.690 -0.150 0.031
C -0.883 2.838 -2.943
C 0.967 0.705 -3.882
C 2.397 3.559 -3.216
C 2.281 -6.360 -0.247
C 3.147 -7.127 -2.351
C 1.412 -2.997 -3.635
C 3.037 -1.594 4.909
C 2.064 2.791 -1.980
C 4.649 -4.756 2.233
C -1.182 -5.261 1.309
C -3.514 -5.807 1.150
C 4.211 -1.772 4.194
C 6.157 0.636 -1.682
C 4.414 -5.381 4.539
C 1.806 4.796 -3.457
C 0.457 -5.165 -3.233
C 2.443 -7.371 -1.180
C 1.148 -4.290 -4.057
C 3.069 -5.048 4.502
C 2.084 5.503 -4.614
C 2.505 -4.565 3.332
C 3.297 3.058 -4.155
C 6.121 1.710 0.467
C 3.305 -4.421 2.214
C 3.527 -4.859 -1.676
C 0.049 -4.755 -1.975
C 2.956 4.979 -5.554
C 5.204 -5.236 3.408
C 5.136 0.835 0.896
C -2.699 -3.784 0.156
C -1.424 -4.109 0.585
H 3.157 5.519 -6.466
H -0.180 -5.467 1.648
H 2.454 -5.165 5.379
H -1.734 2.266 -3.316
H 1.945 -2.314 -4.278
H 1.465 -4.286 3.277
H 4.240 -5.693 -3.509
H 1.477 -4.616 -5.031
H -2.845 -2.869 -0.398
H -2.058 -7.025 2.141
H 1.746 -6.533 0.675
H 7.375 2.316 -1.152
H -2.807 -0.175 -0.062
H 1.897 0.158 -3.727
H -4.334 -6.475 1.360
H 3.036 -1.762 5.974
H 4.708 0.931 1.881
H 4.280 3.369 -6.029
H -3.546 2.783 3.109
H 0.185 0.007 -4.186
H 0.236 -6.167 -3.565
H 3.802 2.122 -3.957
H 3.281 -7.922 -3.068
H 2.028 -8.348 -0.992
H 5.122 -2.076 4.685
H 0.973 -0.664 2.368
H -4.033 1.603 1.133
H -1.228 3.530 -2.175
H 1.142 5.220 -2.715
H -4.744 -4.395 0.107
H 0.966 -1.069 4.838
H 5.104 -1.699 2.237
H 1.195 -1.572 -2.017
H 1.628 6.466 -4.779
H 5.245 -4.631 1.341
H 6.249 -5.501 3.441
H 4.847 -5.752 5.455
H -0.452 3.406 -3.768
H 3.931 -3.871 -1.824
H 6.532 0.582 -2.692
H -3.039 1.153 -1.067
H -0.482 -5.437 -1.329
H 1.114 1.449 -4.668
H 1.845 3.460 -1.144
H -1.860 2.967 3.551
H 4.783 -1.008 -1.914
H 6.469 2.482 1.135
H 2.874 2.121 -1.680



| no. | energy (eV) |
| --- | --- |
| 1 | -53584.3580 |
| 2 | -21114.9327 |
| 3 | -10397.4419 |
| 4 | -27868.1644 |
| 5 | -34074.7278 |
| 6 | -162787.3064 |